[1]
Computed, not measured: a structure of composition C2H5N3S at a distorted geometry, with ωB97M-V/def2-TZVPD.

Properties
orbital gap = 0.333 Ha
energy = -17457.3129 eV
max |F| = 4.02 eV Å⁻¹
HOMO level = -8.8 eV

Positions of all 11 atoms, in Å:
H -0.8967 -1.9120 0.2115
S 0.1012 1.4956 -0.0735
H 1.4107 1.8383 0.9847
H 2.9642 -1.4316 -0.3078
N -0.0213 -0.1817 0.2015
C 1.0980 -1.0768 0.0658
N 2.2792 -0.5875 -0.1483
N -2.4609 -0.3080 -0.1653
H -3.0851 -1.1331 -0.0593
H 0.6865 -2.2043 -0.1357
C -1.3109 -0.8477 0.1454

Results of the natural (NBO) charge analysis, in e, for atoms 1 through 2: 0.15 0.20

[2]
Computed, not measured: a structure of composition C21H55AgMnN5O8 at a distorted geometry, with ωB97M-V/def2-TZVPD.

Properties
spin multiplicity = 7
orbital gap (alpha / beta) = 0.233 / 0.128 Ha
total charge = +2
energy = -81797.4006 eV
max |F| = 9.12 eV Å⁻¹
HOMO level (alpha / beta) = -12.8 / -12.8 eV

Positions of all 91 atoms, in Å:
H 8.4370 -0.1759 -2.7470
H -4.4720 2.3719 -1.5642
H -4.0619 4.4113 0.0973
H 1.4366 -0.0298 4.7572
O -0.0498 1.4786 -0.3142
H 5.0694 -1.8812 2.6722
H -0.3404 -1.3491 5.9057
C -3.4823 2.5998 -1.9602
C 0.2564 0.3276 -0.5495
H -2.8725 -0.6516 -1.6884
H 5.5367 0.0033 -2.5373
H -1.9727 4.8879 2.3263
C -2.5871 3.6251 -1.1590
C 1.8808 -1.9401 3.8222
H 0.3532 -1.9545 -2.4595
H 2.9030 -2.6448 -1.3983
H -0.9890 4.7493 -1.3793
H 0.6508 -3.5631 -2.9022
H -3.8818 -3.9505 -0.7890
N 3.6704 -0.2147 -0.7051
H -0.7689 -3.8186 -5.4464
C -4.0680 -3.0279 -1.3388
C 5.8614 -0.5996 -1.6894
C -3.4916 0.2034 -1.9599
O -1.9637 0.7691 2.7502
H -1.0949 2.7887 4.4636
N 0.2251 -2.6812 -3.1492
H -4.1928 0.2218 -1.1256
C -1.3331 -3.9953 -4.5307
C 4.5940 -1.2576 -1.1169
O -3.4583 -2.8445 -2.5438
O 1.0521 -0.1590 0.2894
H -3.2895 2.1659 3.1995
N 0.4897 0.0989 3.0425
H 3.4457 -1.8634 -2.9017
O 6.7055 -1.5811 -2.3159
H 7.2294 -0.3774 -3.9221
Mn -0.4378 2.0044 -2.3402
H -1.8587 4.6954 -2.7419
H 0.3632 -0.6081 2.3325
H 4.2877 -3.2150 -2.1003
H -0.9577 -1.8689 4.3477
H 1.5298 -2.4159 2.9065
H 4.8838 -1.7485 -0.1878
H 0.2767 4.1173 2.8779
H -1.6922 -2.3609 -1.5364
H -1.1130 -4.9614 -4.0765
H 6.3612 0.0763 -0.9955
H -4.2389 0.1185 -2.7488
H -2.2028 3.1563 -0.2532
C -1.2506 3.0864 3.4266
H -5.0858 -2.9295 -1.7161
C -3.4113 4.7850 -0.6934
H 2.0031 -2.7015 4.5926
H -1.5197 -1.9072 -3.9733
H -0.5302 3.7113 1.6748
C -0.4518 -1.0523 4.8628
N -0.1469 3.2802 2.5039
H -2.8465 4.4391 3.8517
H 3.4097 0.2781 -1.5472
H -4.1519 5.1285 -1.4155
H -2.8934 5.4845 -0.0372
O -0.0107 0.0527 -1.7520
H -2.4534 0.1049 0.8354
H 2.8656 -0.6943 -0.3276
C -2.0496 -3.0890 -2.2647
H -3.7520 0.0967 2.1080
H -1.4482 5.2832 3.9313
H 8.4687 -1.5472 -3.6292
H 4.6216 -3.2765 3.6129
C -1.2141 -2.8414 -3.5021
C -2.6912 -0.0280 1.8908
N -1.5203 4.1311 -1.9757
Ag 1.2948 1.7467 1.5832
H -0.4631 0.3922 3.2040
C -2.2937 2.1221 2.7584
H -2.5412 -1.0924 2.0718
H -2.5460 2.5171 1.7743
H 3.7475 -2.8881 2.1301
O -2.7572 1.3817 -2.2883
H -1.7461 -4.0506 -1.8508
C 4.2128 -2.4598 3.0179
C -1.8877 4.4836 3.3350
H -3.7050 2.9331 -2.9738
C 7.7348 -0.9199 -3.1232
H -3.9355 -2.1808 -0.6658
H -1.1617 -0.2275 4.9248
O 3.2136 -1.5623 3.6509
C 3.7691 -2.2693 -1.9432
H -2.3766 -4.1241 -4.8180
C 0.8715 -0.7275 4.1391

Results of the Mulliken charge analysis, in e, for atoms 1 through 2: 0.33 0.47

[3]
Computed, not measured: a structure of composition C14H32HgN4O6 at a distorted geometry, with ωB97M-V/def2-TZVPD.

Properties
spin multiplicity = 2
orbital gap (alpha / beta) = 0.344 / 0.206 Ha
total charge = +1
energy = -37445.5644 eV
max |F| = 4.47 eV Å⁻¹
HOMO level (alpha / beta) = -11.0 / -10.6 eV

Positions of all 57 atoms, in Å:
O 3.5106 32.8401 25.4611
H 5.3224 25.5165 24.2615
H 0.4070 31.0774 23.5731
C 3.2893 33.1037 26.6744
C 6.2169 31.2781 21.0471
O 6.3798 32.6297 24.8602
C -0.4104 30.1225 21.4973
H 7.6170 34.8538 22.2335
H 4.2808 30.6667 28.0804
O 4.8946 33.4064 22.2172
H 2.6900 32.0049 29.6867
H 5.9789 33.4745 20.4058
H 7.9938 36.0313 23.6173
C 5.3393 28.5902 24.9309
Hg 4.6307 31.7548 23.7040
H 7.2958 31.1840 21.1709
H 6.1775 26.1458 25.5736
H -0.9368 31.0472 21.7336
H 10.0847 32.8917 24.3254
C 1.3618 30.8841 23.0601
C 2.0311 29.6625 20.8789
O 4.8508 29.6762 24.8088
H -0.9102 29.4637 22.2074
H 4.4184 25.7645 25.8260
H 6.4999 35.0402 23.5143
H 3.0892 34.1477 26.9612
O 5.6784 30.4010 22.0653
H 4.5694 32.5536 20.3718
C 7.6269 32.8233 24.6280
C 3.3653 30.8460 27.5167
C 9.7522 33.8976 24.0691
H 10.1390 34.6076 24.8002
H 8.4498 32.2312 25.0575
C 5.1770 26.1435 25.1412
H 3.0189 29.5474 21.3251
C 7.5676 35.0800 23.2986
H 3.4554 30.4983 26.4876
C 5.4326 32.7487 21.0081
N 0.9989 30.1988 21.8368
H 2.1002 30.2643 19.9728
H 4.2257 32.6850 29.5100
N 4.6377 27.4699 24.6595
H 3.0445 27.4366 23.0489
H 6.3980 28.3579 25.1246
C 3.2492 32.6676 29.0262
H 2.6440 33.5553 29.2100
N 8.2914 33.9238 24.0260
H 10.1311 34.0988 23.0670
H 1.7492 28.6646 20.5432
H 2.8105 26.5525 24.5044
C 3.2811 27.4543 24.1127
H 2.6821 28.2730 24.5115
H 2.5261 30.2408 27.8596
H 6.1090 30.8872 20.0354
O 2.4976 31.0425 23.4791
N 3.1740 32.2292 27.6937
H -0.5244 29.7993 20.4626

Results of the natural (NBO) charge analysis, in e, for atoms 1 through 2: -0.73 0.21

[4]
Computed, not measured: the ion C6H7BrClN4 with charge +1 at a distorted geometry, with ωB97M-V/def2-TZVPD.

Properties
orbital gap = 0.286 Ha
total charge = +1
energy = -94850.4907 eV
SMILES string = C[C@@]12[NH+]=C(Cl)N=C[C@@H]1N=N[C@H]2Br
max |F| = 5.26 eV Å⁻¹
HOMO level = -14.0 eV

Positions of all 19 atoms, in Å:
H 1.9030 -1.7579 -0.7808
C 0.8082 -1.3548 -1.0792
Br 3.2908 0.8379 -0.5909
N -0.7952 0.4057 -0.9746
H -1.9215 -0.8216 2.2336
N 1.4112 1.0773 1.4297
C 1.3891 1.0372 0.0136
Cl -2.8761 2.0746 -1.1194
H 0.8464 -1.0641 -2.1680
C -1.8538 0.8933 -0.3519
H 1.1843 2.0770 -0.3107
N 0.7490 0.3203 2.0460
H -0.5875 0.7118 -1.9109
C 0.2928 -0.2235 -0.2823
C -0.1303 -0.5359 1.1490
H 0.1284 -2.0790 -0.9670
N -2.2777 0.4318 0.7667
H -0.0279 -1.5950 1.5214
C -1.5334 -0.4352 1.3759

Results of the natural (NBO) charge analysis, in e, for atoms 1 through 2: 0.27 -0.62

[5]
Computed, not measured: a cluster of 11 separate species, C44H55F33O22 in total at a distorted geometry, with ωB97M-V/def2-TZVPD.

Properties
spin multiplicity = 2
orbital gap (alpha / beta) = 0.105 / 0.287 Ha
total charge = -1
energy = -181239.5402 eV
max |F| = 6.76 eV Å⁻¹
HOMO level (alpha / beta) = -1.0 / -6.0 eV

Positions of all 154 atoms, in Å:
C -4.8785 -3.1202 -1.4087
C -2.5190 2.1789 2.1258
C 3.0655 -1.3333 -2.4604
H -7.7016 -0.3660 0.9649
H 1.5084 1.9610 6.9436
H 1.3896 1.1769 4.4578
C 1.5180 5.1375 1.1861
H 8.4930 -2.3265 6.4255
O 3.9784 -1.2978 -3.5121
C 6.9327 -0.8491 6.4846
O -7.6041 -4.0664 -5.1405
C -2.9125 1.8401 3.5573
C 1.4474 -2.9995 -5.5115
H 2.0766 -0.2272 4.9262
C -4.6743 1.8449 5.1516
C 0.8562 4.8481 -2.8075
F -3.6059 2.6226 1.4543
C -0.7835 -6.0036 0.7437
C 3.4389 -2.6655 -1.8300
F 2.8013 1.6734 0.8821
F 4.9131 0.5438 2.5100
F -9.0160 -1.8923 -6.3211
O 3.1186 0.5304 -4.7308
H 3.4697 -3.5107 -2.5177
O -4.1738 2.1042 3.8472
F -0.0666 -6.8645 1.4731
C -4.4902 -2.5693 -5.4667
H 7.5763 0.0277 6.5563
C 7.7477 -1.9804 7.1417
F -0.6956 -6.0776 -3.0374
H 3.1583 1.5850 6.5868
C 1.4943 0.5827 5.3656
H -1.2986 4.2992 -2.8350
C -4.7422 -2.0702 -0.2932
F 2.2197 -1.8224 9.3890
C -1.0955 -4.6819 1.4490
C 3.0087 5.1913 0.9831
H -7.5325 1.0670 0.0581
C -0.9812 -1.2341 -2.2426
H 0.5258 -1.2846 3.2803
H -1.0392 5.8556 -3.3625
H -1.7206 0.4815 -1.1740
H 1.1022 4.2411 -3.6788
F 3.4512 9.0503 0.0858
C 2.4737 0.4471 8.9472
O 1.4692 6.1766 -2.9353
F 3.1245 8.5538 -5.0987
F 3.1982 8.3812 -2.8447
F -2.6892 -5.7125 -3.4860
O 3.1957 1.4309 9.3644
F 6.3369 -1.0391 2.5045
O 4.9872 0.7585 5.3161
H -1.2666 -1.9258 -1.4500
H 0.8873 -2.5381 -4.6983
C -1.1757 -5.6773 -5.3988
C 0.7283 1.2293 -0.1849
O 3.3538 6.4938 0.6608
C 4.6508 8.5836 0.1398
F 2.5911 -0.4923 11.0850
C 2.1731 1.1324 6.6993
C 2.0043 -0.6398 9.9089
F -9.6522 -3.7754 -6.9004
F -0.0823 -5.8882 -0.4272
H 0.5167 0.1759 5.6242
H 1.1823 4.3727 -1.8825
H -4.1061 -1.8506 -6.1905
H 8.3775 -1.6899 7.9826
H 0.9980 5.1023 0.2287
O 0.4166 0.1538 -0.9923
F -5.0003 -4.3197 -0.8510
F -6.0530 -2.8383 -2.1212
F -1.5228 3.0800 2.0047
H -4.3988 0.8927 5.6050
F -3.8073 -3.1997 -2.2054
C 1.7573 0.8725 0.9011
F 3.8478 -1.0839 -6.8818
H -4.4775 2.5853 5.9270
H -5.1538 -4.5793 -5.4016
O 1.9440 6.1629 -5.1995
O -6.2990 -3.6087 -6.9038
F 4.2571 -1.4717 3.1469
H -5.0526 -0.0317 1.3465
F -2.1500 1.0704 1.4162
C 4.5998 6.9680 0.2068
O -0.2514 -3.7692 0.9831
H -1.2634 -1.9730 1.7184
C 5.2540 -0.5379 3.1917
H -6.8578 2.0445 5.7049
H 3.1395 -0.4867 -1.7779
H 1.0178 4.3692 1.7757
C -7.4498 -3.5879 -6.1807
C 5.5227 -0.1877 4.6687
C 4.6921 -0.8899 -5.8733
H 0.2951 -1.7620 0.9325
H -0.1009 -1.5866 -2.7801
H -3.6064 -2.7693 -4.8610
F 5.1485 9.0690 -0.9695
H 7.1371 -2.8370 7.4271
C -1.6461 -6.2426 -3.9943
F -1.9080 -6.6033 0.4076
C -7.0250 0.4764 0.8208
H -6.9760 1.0708 1.7332
F 2.1906 -0.3786 0.6328
O -1.8877 -4.4666 2.3748
O 5.5516 6.1996 -0.0935
F 1.4441 8.9848 -3.8791
O 0.2010 2.3269 -0.2997
H -1.7802 -1.4890 -2.9388
C -6.1624 1.9807 4.8680
H 6.0667 -0.7833 7.1432
C -5.5975 0.1302 0.4165
H -0.1384 -2.9337 3.6517
H -6.5024 1.1785 4.2130
F 0.6970 -0.5547 10.0937
H 2.3731 -3.4290 -5.1283
F 1.1891 0.8700 2.0695
C -0.2864 -2.4317 1.5661
C 3.8575 -0.4766 -4.6401
H 1.1443 -4.6400 -6.8735
H -0.2889 -3.5894 -6.7333
H 4.2788 -2.6587 -1.1353
H 2.6920 -3.0902 -1.1593
O -5.4942 -0.9470 -0.5386
C -5.0616 -3.8070 -6.1652
H 3.4104 4.7831 1.9105
H 1.1296 5.9922 1.7399
H -5.1765 -2.1366 -4.7387
C 1.8772 6.7185 -4.1159
F 5.4137 -2.0007 -5.6798
O -3.9916 -2.2029 0.6123
O -0.0032 -4.9282 -5.2118
F -8.3490 -2.6242 -8.1870
O -2.1217 1.3087 4.3135
H -0.7351 5.4843 -1.6576
H 1.4124 -2.7070 2.8856
H 2.0600 -1.4291 -2.8702
O -1.6673 -5.8194 -6.4608
H 3.2702 4.6257 0.0888
F 5.6658 -0.0020 -6.0151
F 5.2924 9.0448 1.2285
C -8.5976 -2.9788 -6.9697
O 2.0597 0.1594 7.7603
C 2.4220 8.1459 -3.9527
H -0.9073 0.9159 -2.5437
C -0.8062 0.2232 -1.7081
H 1.6171 -2.0892 -6.0866
H -4.3439 -4.2069 -6.8815
O 6.3799 -1.0839 5.1773
C 0.5335 -4.0524 -6.1881
C 0.3981 -2.3109 2.9359
C -0.6055 5.1258 -2.6788
H -6.2851 2.9274 4.3420
F -1.8153 -7.5566 -4.1255
H -5.0892 1.0200 0.0450

Results of the Mulliken charge analysis, in e, for atoms 1 through 2: 0.78 0.92

[6]
Computed, not measured: an isolated molecule of C3H4N4O at a distorted geometry, with ωB97M-V/def2-TZVPD.

Properties
orbital gap = 0.337 Ha
energy = -11179.4469 eV
SMILES string = [H]/N=C1\NC=NC=NO1
max |F| = 6.90 eV Å⁻¹
HOMO level = -9.4 eV

Positions of all 12 atoms, in Å:
N 0.2602 1.8646 -0.3300
C 0.0561 1.1768 -1.4768
C 0.0458 0.2744 1.1993
H 1.0387 -0.8023 2.4537
N 0.4547 0.1511 2.3158
H -0.5970 -2.1120 -1.3132
N -0.2854 -0.0655 -1.7679
O -0.6042 1.4887 0.7360
H -0.1843 -1.6392 1.0734
N -0.0747 -0.9355 0.4198
H 0.2705 1.6428 -2.4239
C -0.3804 -1.0439 -0.8862

Results of the natural (NBO) charge analysis, in e, for atoms 1 through 2: -0.20 0.23